[1]
ORCA calculation (ωB97M-V/def2-TZVPD) on a structure of composition C27H41Cl3N3O3SiV.

Last column: Löwdin spin population.
CARTESIAN COORDINATES (ANGSTROEM)
C -5.535768 4.332159 -0.410084  0.001
C -6.715410 3.547112 -0.945459  0.001
H -5.224816 5.088172 -1.158703  0.000
H -4.656366 3.726700 -0.133558  0.001
H -5.859086 4.915022 0.477686  0.000
C -7.715053 4.203012 -1.579530  0.000
C -7.732934 5.658852 -1.806963  0.000
H -8.603574 3.649489 -1.894614  0.000
H -6.804335 6.012118 -2.224549  0.000
H -7.893999 6.152306 -0.859936  0.000
H -8.532058 5.923495 -2.478087  0.000
V -4.489089 0.437421 0.692616  1.865
Cl -3.863782 2.069724 2.090658  0.022
Cl -5.036538 -1.499960 1.704808  0.032
C -1.511253 -3.567286 -1.078033  0.000
O -0.462970 -3.177616 -1.607580  0.000
N -2.660412 -3.823984 -1.766480  0.000
C -2.632208 -4.082238 -3.216911  0.000
C -3.813548 -4.405297 -1.062112  0.000
H -1.623340 -3.743070 0.011245  0.000
H -1.607088 -4.124413 -3.568549  0.000
H -3.166465 -3.306609 -3.775276  0.000
H -3.134705 -5.037371 -3.391266  0.000
H -3.538200 -4.630499 -0.033640  0.000
H -4.087266 -5.325545 -1.583476  0.000
H -4.652139 -3.703826 -1.031640  0.000
H 1.176912 4.888694 -1.001772  0.000
H -0.993258 4.067511 -2.473609  0.000
C 1.675245 4.738751 -1.971645  0.000
C -0.240278 4.014222 -3.284041  0.000
N 1.077598 3.668717 -2.744575  0.000
H 2.735005 4.539447 -1.808539  0.000
C 1.388141 2.373638 -2.436342  0.000
O 0.842034 1.390745 -2.904996  0.000
H -0.535709 3.291893 -4.045746  0.000
H 2.197416 2.302111 -1.675812  0.000
H 1.581359 5.662896 -2.541736  0.000
H -0.122924 5.010326 -3.739495  0.000
O -5.793567 1.329504 -0.140266  0.025
C -6.940917 2.056033 -0.547830  0.002
C -7.906448 1.769579 -2.978499  0.000
C -7.774372 1.350296 -1.634868  0.001
H -7.324528 2.609311 -3.374549  0.000
C -8.860730 1.175136 -3.827863  0.000
H -7.661668 2.140089 0.299169  0.001
C -8.347257 0.135808 -1.256698  0.000
H -9.080962 1.633040 -4.805143  0.000
C -9.574739 0.056570 -3.347447  0.000
C -9.313277 -0.463153 -2.070013  0.000
H -8.017340 -0.311192 -0.309792  0.000
H -10.410703 -0.324950 -3.945769  0.000
H -9.889200 -1.305796 -1.661305  0.000
Si -3.701950 0.599412 -3.669251  0.000
Cl -3.179907 2.549738 -3.162475  0.000
C -5.176526 1.360411 -4.622649  0.000
C -4.847582 -0.412072 -2.446177  0.007
C -2.066830 -0.408278 -3.737669  0.000
H -6.041845 0.694636 -4.555999  0.000
H -4.931665 1.635767 -5.667405  0.000
H -5.549160 2.305860 -4.186327  0.000
H -1.289569 -0.042114 -4.442398  0.000
H -2.265555 -1.452281 -4.025035  0.000
H -1.554458 -0.481211 -2.755841  0.000
H -5.824038 0.091526 -2.312213  0.000
H -4.529534 -0.739826 -1.429729  0.003
H -5.066014 -1.348548 -3.003101  0.000
N -2.470362 0.087172 0.192810  0.000
C -1.303491 -0.050121 0.306674  0.025
C 0.094008 -0.358262 0.389740  0.002
C 0.806811 -0.780263 -0.752334  0.004
C 2.158197 -1.107402 -0.668382  -0.001
C 2.811309 -1.127814 0.562693  0.004
C 2.110734 -0.769168 1.718489  -0.001
C 0.784185 -0.341346 1.633527  0.004
H 0.283840 -0.882458 -1.704016  0.000
H 2.698798 -1.360667 -1.590180  0.000
H 3.858888 -1.423856 0.621219  0.000
H 2.603717 -0.813932 2.697349  0.000
H 0.250545 -0.023628 2.529875  0.000

Cartesian forces, eV/Å:
0.11 0.23 -0.06
-0.41 0.05 0.02
-0.03 -0.44 0.34
-0.55 0.16 -0.13
0.25 -0.35 -0.27
0.60 -1.36 0.67
-0.08 0.06 -0.04
0.32 0.32 0.25
0.38 0.27 -0.13
-0.04 0.50 0.31
-0.31 0.24 -0.24
-0.49 1.13 0.20
0.15 -0.19 0.26
0.07 0.06 -0.25
0.61 0.38 -1.20
-1.29 -0.63 0.80
0.07 -0.71 0.11
-0.17 0.37 0.48
0.39 0.42 -0.15
0.12 0.21 -0.25
0.12 0.05 0.06
0.02 -0.13 0.11
0.14 0.08 -0.11
-0.03 -0.03 0.03
-0.19 0.06 0.25
0.01 -0.16 -0.12
0.07 -0.03 -0.16
0.33 -0.09 -0.46
0.15 0.02 0.21
0.42 0.19 -0.11
-0.29 -0.28 0.42
-0.07 0.03 0.06
-0.33 0.27 -0.14
0.12 0.31 0.17
-0.04 0.09 0.26
-0.02 -0.04 -0.36
0.12 -0.01 0.05
-0.29 -0.37 0.05
-0.49 0.12 -0.44
-0.45 1.08 -0.34
-0.63 -0.08 -0.04
1.02 -0.87 -0.72
-0.49 -0.36 0.47
0.24 -0.44 0.93
0.75 -0.38 -0.07
-0.42 0.24 -0.15
0.24 -0.50 0.47
-0.36 0.66 0.00
0.13 -0.13 -0.14
-0.54 0.24 -0.21
0.44 -0.06 0.25
0.36 0.27 -0.46
-1.34 0.07 2.21
0.99 0.27 1.00
-0.11 -0.52 -1.68
0.16 0.07 -0.03
0.21 -0.06 -1.09
0.17 -0.17 -0.58
-0.33 -0.37 0.27
0.88 -0.62 0.24
-0.57 0.00 0.38
-0.09 0.33 0.03
-0.75 0.43 -0.32
0.70 -0.21 -0.19
0.23 0.07 -0.77
0.12 0.27 0.18
3.66 -0.39 0.35
-3.34 0.01 -0.58
1.43 -0.36 0.33
-0.55 0.16 -0.13
0.09 -0.02 -0.13
-0.35 0.13 -0.12
-0.25 0.21 0.10
-0.35 -0.09 -0.17
0.35 0.22 0.36
-0.34 0.03 0.50
-0.29 0.07 0.01
-0.26 0.11 -0.46
0.15 -0.11 -0.21

Summary:
LUMO (spin up / spin down) (Ha): -0.013 / -0.015
HOMO energy (spin up / spin down) (eV): -8.34 / -8.36
Multiplicity: 3

[2]
ORCA calculation (ωB97M-V/def2-TZVPD) on a structure of composition C45H50N3O3PS2SeTi.

Last column: Löwdin charge in e.
CARTESIAN COORDINATES (ANGSTROEM)
Ti -0.298044 -0.264231 0.279118  0.741
O -2.023741 -0.462141 -0.360616  -0.668
S -3.056997 -0.856892 -1.461393  1.186
C -4.226948 -1.995887 -0.618929  -0.244
C -3.608752 -2.783660 0.522494  -0.200
C -3.586115 -1.959463 1.812226  -0.219
C -2.806943 -2.663021 2.912599  -0.237
S -1.048912 -2.126288 3.041916  1.185
O -0.764709 -1.248200 1.764655  -0.672
C -1.241257 -0.935698 4.370738  -0.413
C -2.083902 0.167203 4.298400  -0.100
C -2.296625 0.914312 5.445498  -0.028
C -1.682354 0.555998 6.638728  -0.017
C -0.820236 -0.530398 6.691198  -0.026
C -0.599495 -1.288267 5.553160  -0.075
C -2.165241 -2.119416 -2.393905  -0.378
C -0.998866 -2.684560 -1.900602  -0.114
C -0.383454 -3.709257 -2.603080  -0.037
C -0.934632 -4.149353 -3.798008  -0.009
C -2.086553 -3.560704 -4.301305  -0.007
C -2.710107 -2.539849 -3.599510  -0.053
H -4.613616 -2.641497 -1.407217  0.120
H -5.046945 -1.374673 -0.258801  0.114
H -2.596968 -3.114764 0.259642  0.111
H -4.214670 -3.678415 0.687254  0.148
H -4.612129 -1.809875 2.149812  0.145
H -3.158435 -0.968119 1.614774  0.086
H -2.772634 -3.740306 2.746067  0.112
H -3.235694 -2.490202 3.897813  0.118
H -2.571257 0.443284 3.371034  0.095
H -2.964873 1.760122 5.410961  0.129
H -1.882083 1.116747 7.536694  0.131
H -0.335671 -0.799864 7.615291  0.131
H 0.040504 -2.157077 5.583238  0.121
H -0.568250 -2.309942 -0.958107  0.064
H 0.513001 -4.171566 -2.215076  0.125
H -0.475963 -4.965242 -4.333479  0.134
H -2.503176 -3.901636 -5.237248  0.135
H -3.612957 -2.089491 -3.984697  0.131
C 3.368296 -2.568628 -0.243857  -0.026
C 2.720745 -2.408449 1.131499  -0.344
C 1.514493 -3.333253 1.257645  -0.056
C 2.351860 -0.941582 1.482338  -0.233
C 3.616239 -0.104710 1.762156  -0.030
O 3.617258 0.874558 0.734863  0.065
C 2.533243 0.765882 0.001868  -0.286
N 1.690427 -0.179328 0.384324  -0.019
C 2.453489 1.731100 -1.091870  -0.137
C 3.560335 2.588672 -1.258426  0.021
C 3.607987 3.506588 -2.289735  -0.006
C 2.549210 3.615082 -3.182057  0.014
C 1.442653 2.795794 -3.022694  -0.041
C 1.378614 1.859020 -1.995897  -0.273
P -0.053497 0.723491 -2.001745  1.088
C 0.417192 -0.231821 -3.481501  -0.335
C 1.420357 -1.170244 -3.222709  -0.125
C 1.977122 -1.906556 -4.248380  -0.046
C 1.489882 -1.752904 -5.539953  -0.025
C 0.498487 -0.820049 -5.799875  -0.029
C -0.017276 -0.025398 -4.786428  -0.058
C -1.462200 1.827130 -2.343467  -0.371
C -2.488591 1.483503 -3.224734  -0.147
C -3.548023 2.353859 -3.427934  -0.032
C -3.616513 3.550050 -2.729950  -0.017
C -2.625076 3.872898 -1.814776  -0.032
C -1.553208 3.021070 -1.621924  -0.109
H 3.943956 -3.489758 -0.264372  0.108
H 4.050983 -1.759529 -0.495402  0.094
H 2.608177 -2.643339 -1.019930  0.056
H 3.451837 -2.705154 1.889583  0.156
H 0.676589 -2.951206 0.659379  0.044
H 1.205624 -3.430209 2.294701  0.062
H 1.773468 -4.323498 0.893712  0.108
H 1.676609 -0.960072 2.353757  0.124
H 4.536836 -0.686798 1.685428  0.156
H 3.609940 0.410448 2.726291  0.133
H 4.394977 2.515878 -0.580074  0.134
H 4.477086 4.133692 -2.402079  0.133
H 2.585945 4.324797 -3.995612  0.137
H 0.610532 2.884469 -3.707093  0.126
H 1.766052 -1.289806 -2.198075  0.069
H 2.788354 -2.591792 -4.050296  0.124
H 1.892200 -2.348081 -6.345066  0.128
H 0.136946 -0.695433 -6.808598  0.127
H -0.727899 0.748251 -5.030218  0.107
H -2.447353 0.548789 -3.767824  0.083
H -4.316088 2.100581 -4.143008  0.128
H -4.436176 4.229722 -2.896596  0.129
H -2.686231 4.795479 -1.261871  0.122
H -0.766746 3.291348 -0.926193  0.051
C 1.184206 4.620443 0.687515  0.009
N 1.674232 3.900821 1.830067  -0.098
C 2.668520 4.343380 2.644142  0.030
C 2.755204 3.471715 3.685892  0.023
N 1.812715 2.507835 3.491527  -0.104
C 1.499905 1.500324 4.466789  0.002
C 1.158722 2.763103 2.337183  -0.529
Se -0.417084 1.884136 1.676901  0.937
H 1.694063 5.578912 0.624707  0.122
H 0.114330 4.806355 0.808309  0.105
H 1.372394 4.063371 -0.231613  0.077
H 3.227498 5.236287 2.439882  0.155
H 3.400231 3.483155 4.543237  0.155
H 2.400841 1.201652 4.998189  0.120
H 1.043477 0.635328 3.987801  0.060
H 0.797324 1.900916 5.200807  0.119

Cartesian forces, eV/Å:
0.37 1.43 1.22
-0.64 -0.08 0.01
-0.56 -1.43 -0.56
0.00 0.25 0.41
0.20 0.18 0.10
0.08 0.18 -0.21
0.01 -0.18 -0.26
-0.69 0.56 1.09
-0.12 -0.80 0.43
0.31 -0.43 -0.19
-0.15 0.07 -0.22
-0.03 -0.08 -0.23
0.16 -0.13 0.06
-0.08 0.09 0.02
0.10 -0.11 -0.22
0.09 0.24 0.11
-0.08 0.18 0.35
-0.11 0.07 0.19
-0.10 0.00 0.09
0.02 0.03 0.08
-0.09 0.15 0.06
0.11 0.13 -0.22
-0.06 0.10 -0.08
-0.12 -0.10 -0.03
0.09 -0.01 -0.10
0.02 0.04 0.10
-0.25 -0.20 0.15
0.09 -0.03 0.02
0.21 0.06 0.08
-0.04 -0.04 0.08
-0.07 0.11 0.01
-0.03 0.13 0.13
0.03 -0.05 0.14
0.11 -0.12 0.08
-0.08 -0.45 -0.37
0.06 0.00 0.00
0.10 -0.06 -0.08
-0.06 0.00 -0.05
-0.14 0.06 -0.10
-0.02 0.05 0.23
-0.29 0.19 -0.17
0.34 0.14 -0.06
0.40 -0.66 0.65
-0.11 -0.58 0.67
-0.33 0.27 -0.63
0.39 0.52 -0.27
0.32 -0.24 -0.19
-0.01 0.36 -0.31
-0.07 -0.18 0.06
-0.03 0.00 0.01
0.07 -0.10 0.18
-0.12 -0.13 0.18
0.04 -0.13 0.36
0.68 1.11 -1.56
0.02 -0.34 0.41
-0.05 0.24 0.10
0.08 0.03 -0.01
0.00 0.03 0.08
0.06 0.02 -0.11
-0.09 0.03 0.17
0.05 -0.27 0.24
0.23 0.08 -0.09
-0.05 -0.02 -0.07
0.04 -0.13 -0.01
0.07 -0.03 0.02
0.14 0.00 -0.03
0.04 -0.08 -0.05
0.12 0.12 -0.07
-0.02 0.03 -0.07
-0.05 0.07 0.05
0.04 -0.22 -0.01
-0.10 -0.05 0.04
-0.08 -0.12 -0.05
0.29 0.10 -0.22
-0.11 0.06 -0.05
-0.02 -0.05 -0.14
0.09 0.00 0.00
0.13 0.08 -0.01
0.00 0.05 -0.04
-0.02 0.01 -0.08
0.06 -0.08 -0.18
0.02 -0.11 0.02
0.06 -0.04 -0.08
-0.02 0.08 -0.11
-0.12 0.02 -0.02
-0.02 0.05 -0.13
-0.08 -0.01 -0.05
-0.12 0.07 -0.04
0.01 0.16 0.07
-0.09 0.01 -0.07
-0.45 0.42 -0.84
-0.07 -0.70 0.48
0.29 -0.14 0.52
0.25 0.48 -0.19
-0.10 0.34 -0.85
-0.40 -0.62 0.65
-0.19 -0.38 -0.24
-0.11 0.27 -0.13
0.02 -0.05 0.06
0.13 -0.01 -0.06
-0.05 0.03 0.07
0.05 0.13 -0.03
0.08 -0.02 0.14
0.06 0.01 -0.11
0.04 0.08 0.00
0.00 -0.04 -0.08

Summary:
LUMO (Ha): -0.443
HOMO energy (eV): -18.32
Charge: +4
Multiplicity: 1

[3]
ORCA calculation (ωB97M-V/def2-TZVPD) on a structure of composition C19H15ClIrN4O7.

Last column: natural (NBO) charge in e.
CARTESIAN COORDINATES (ANGSTROEM)
Ir 0.048657 0.046255 -1.266476  1.353
Cl 1.736384 -6.101179 -5.202501  0.143
C 1.015815 -4.862077 -4.299081  0.010
C -0.307525 -4.998235 -3.844500  -0.229
C -0.869938 -3.994150 -3.116964  -0.114
C -0.137789 -2.790043 -2.785582  0.423
O -0.705452 -1.922512 -2.091961  -0.549
C 1.225342 -2.674819 -3.289492  -0.220
C 2.085266 -1.496950 -3.121308  0.463
O 1.801946 -0.446499 -2.571062  -0.568
C 1.760763 -3.696861 -4.020888  -0.128
H -0.859450 -5.897492 -4.081198  0.257
H -1.885347 -4.056098 -2.749348  0.243
H 3.082947 -1.587100 -3.572678  0.161
H 2.770753 -3.623734 -4.407270  0.247
O -2.407393 3.349823 -1.780923  -0.564
C -1.554759 2.590588 -1.407391  0.750
O -1.470355 1.328125 -1.801579  -0.814
C -0.603408 2.925761 -0.290639  -0.099
C 0.762639 2.661345 -0.381119  -0.257
C 1.577236 2.778589 0.736531  -0.184
C 0.993511 3.179771 1.922673  0.074
C -0.343897 3.519233 2.026383  -0.207
C -1.141992 3.395271 0.901722  -0.193
N 1.825632 3.237768 3.140750  0.516
O 1.370319 3.804618 4.106035  -0.355
O 2.906119 2.681884 3.106379  -0.380
H 1.211045 2.398259 -1.335428  0.239
H 2.633449 2.556411 0.698243  0.261
H -0.737046 3.867795 2.970920  0.259
H -2.194309 3.646551 0.938898  0.243
C 1.296592 -0.547058 3.566401  -0.406
N 0.063072 -0.273892 2.814141  -0.388
C -1.114365 0.029949 3.429519  0.123
C -2.236049 0.333520 2.743736  -0.363
C -2.153251 0.331211 1.317371  0.492
N -1.004220 0.002979 0.737841  -0.641
C 0.111952 -0.267008 1.447703  0.767
O 1.155854 -0.488655 0.807819  -0.668
N -3.176006 0.650796 0.530686  -0.739
H 1.030307 -0.717689 4.605931  0.219
H 1.976299 0.298239 3.488742  0.237
H 1.774109 -1.432852 3.158399  0.236
H -1.088133 0.014001 4.510133  0.236
H -3.152938 0.571987 3.260200  0.250
H -4.056383 0.940837 0.917812  0.416
H -3.016008 0.733334 -0.467578  0.446

Cartesian forces, eV/Å:
0.12 0.18 -0.15
0.02 -0.05 -0.03
0.04 0.07 0.02
0.02 0.00 -0.01
0.03 0.04 0.02
0.00 -0.01 -0.02
-0.02 0.00 0.09
0.01 0.18 0.11
-0.13 -0.08 -0.04
0.06 -0.01 0.20
0.02 -0.25 -0.13
0.00 0.01 0.00
0.01 0.00 0.00
0.00 0.00 -0.03
-0.02 -0.01 0.01
-0.10 0.20 -0.07
-0.02 -0.35 0.09
-0.21 0.20 -0.24
0.17 0.15 0.06
0.05 -0.04 -0.03
-0.05 0.00 0.00
0.08 -0.01 0.06
-0.05 0.05 -0.06
-0.03 0.07 -0.01
0.07 -0.09 -0.09
-0.14 0.10 0.17
0.05 -0.04 -0.08
-0.01 0.01 -0.02
0.00 0.00 0.01
0.01 -0.01 -0.01
0.02 -0.01 0.01
-0.15 0.01 -0.03
0.03 0.02 0.08
0.09 -0.05 0.06
-0.03 0.00 -0.03
-0.03 -0.03 -0.03
0.01 -0.15 0.13
0.02 -0.02 -0.09
0.00 -0.08 0.07
0.00 -0.02 0.05
0.02 0.01 -0.01
0.06 0.01 -0.02
0.01 0.00 -0.01
-0.01 0.01 0.01
0.00 0.01 -0.02
0.00 0.00 0.00
-0.03 -0.03 0.00

Summary:
LUMO (spin up / spin down) (Ha): -0.147 / -0.234
HOMO energy (spin up / spin down) (eV): -11.21 / -11.69
Charge: +1
Multiplicity: 5

One value per record, in order, for energy relative to the best compared isomer or geometry (same formula, charge and spin): 63.1, 7.5, 11.9 kcal per mole.
One value per record, in order, for energy: -4057.5799, -6522.0980, -2042.8965 Ha.
One value per record, in order, for maximum force: 3.7, 2.0, 0.4 eV/Å.